12
Properties=species:S:1:pos:R:3:mulliken_charge:R:1 method="wB97M-V/def2-TZVPD" lumo_energy_ev=0.0 smiles="C#CC(=O)[C@H]1CN1" e_above_lowest_kcal_mol=93.4 e_tot_ev=-8799.367 total_charge=0 spin_multiplicity=1
O -0.929 -2.172 0.522 -0.52
C -0.502 -1.150 0.047 0.08
C -1.350 -0.139 -0.603 -0.43
C -2.067 0.643 -1.171 0.24
C 0.892 -0.599 -0.025 0.19
C 0.855 0.815 0.326 -0.65
N 1.805 -0.200 1.007 -0.60
H -2.775 1.252 -1.682 0.41
H 1.403 -0.831 -0.957 0.35
H 0.092 1.180 1.006 0.35
H 1.156 1.564 -0.407 0.28
H 1.420 -0.364 1.939 0.30